This record from OMol25 describes 8 unconnected molecules or ions with the total composition C28H76N4O8 at a distorted geometry. The level of theory is wB97M-V/def2-TZVPD.

Last column: Löwdin charge in e.
Geometry (Å):
O1 2.91 -4.96 1.98  -0.18
O2 -0.15 -1.29 0.05  -0.09
O3 -5.97 3.40 -0.31  -0.18
O4 -3.66 -2.11 -4.85  -0.05
O5 3.21 0.01 2.92  -0.12
O6 -4.93 0.30 1.96  -0.20
O7 4.52 -1.08 -1.59  -0.18
O8 3.37 5.11 -3.26  -0.04
N1 -5.13 1.78 -3.39  0.05
N2 0.90 -1.99 2.55  0.05
N3 5.66 0.38 1.50  0.05
N4 -2.54 -1.36 2.48  0.07
C1 4.64 -1.01 -0.18  -0.24
C2 3.73 -2.22 -1.90  -0.10
C3 -0.72 1.03 0.51  -0.04
C4 -5.58 3.34 -1.65  -0.22
C5 3.59 3.05 -2.13  -0.05
C6 -5.18 1.92 -1.97  -0.44
C7 -0.07 0.03 -0.45  -0.47
C8 -4.95 -1.00 2.49  -0.25
C9 1.22 -3.44 2.64  -0.38
C10 -4.04 -3.30 2.31  -0.06
C11 5.79 -0.08 0.14  -0.39
C12 -3.81 -1.84 1.99  -0.47
C13 2.71 2.25 2.32  -0.05
C14 -3.92 1.54 -1.16  -0.05
C15 7.08 -0.88 -0.19  -0.04
C16 -2.26 -1.79 -4.93  -0.51
C17 -1.88 -0.97 -3.74  -0.08
C18 3.87 -5.41 1.03  -0.09
C19 1.59 4.48 -1.68  -0.08
C20 3.04 4.47 -2.00  -0.49
C21 -5.97 4.69 0.22  -0.12
C22 3.09 1.33 3.43  -0.55
C23 2.29 -3.77 1.60  -0.23
C24 -2.08 -1.09 -6.24  -0.06
C25 2.22 1.39 4.60  -0.06
C26 -6.02 1.10 2.38  -0.08
C27 1.36 0.42 -0.79  -0.03
C28 -0.02 -4.32 2.43  -0.05
H1 1.80 -3.97 0.64  0.13
H2 3.46 -2.20 -2.92  0.08
H3 7.29 -1.70 0.50  0.08
H4 4.84 -2.05 0.21  0.13
H5 -1.81 -1.89 2.04  0.03
H6 4.25 -3.15 -1.63  0.09
H7 -6.85 0.59 1.92  0.09
H8 2.60 0.68 5.32  0.09
H9 4.66 3.09 -2.21  0.07
H10 1.66 2.12 2.09  0.06
H11 -4.15 -3.45 3.40  0.09
H12 -3.80 -2.61 -4.07  0.07
H13 0.34 -1.74 3.39  0.11
H14 -0.74 2.03 0.08  0.07
H15 1.43 1.40 -1.25  0.06
H16 -4.89 0.86 -3.73  0.07
H17 2.92 -2.88 1.50  0.11
H18 0.26 -5.34 2.45  0.06
H19 -2.35 -0.39 2.25  0.05
H20 1.73 -3.67 3.59  0.15
H21 1.78 -1.54 2.75  0.04
H22 -3.02 2.10 -1.47  0.08
H23 -5.97 1.25 -1.60  0.14
H24 -0.50 -4.08 1.48  0.08
H25 -0.76 -4.27 3.23  0.07
H26 -4.59 2.48 -3.84  0.06
H27 1.21 1.12 4.36  0.07
H28 -6.34 3.71 -2.35  0.13
H29 1.97 0.43 0.09  0.05
H30 -3.86 -1.77 0.86  0.15
H31 -0.82 -0.74 -3.76  0.08
H32 -0.67 0.05 -1.35  0.10
H33 -5.94 -1.49 2.28  0.13
H34 3.72 -0.60 0.33  0.11
H35 -1.05 -0.73 -6.29  0.08
H36 -0.10 1.18 1.43  0.08
H37 -2.40 -0.01 -3.69  0.07
H38 -2.08 -1.51 -2.79  0.09
H39 -6.15 4.75 1.26  0.08
H40 -1.76 0.79 0.72  0.05
H41 -3.76 0.47 -1.27  0.07
H42 3.29 1.96 1.43  0.06
H43 3.45 -5.36 0.04  0.08
H44 8.02 -0.33 -0.33  0.08
H45 -6.72 5.30 -0.23  0.08
H46 4.04 -0.02 2.32  0.06
H47 6.87 -1.36 -1.13  0.06
H48 -3.21 -3.90 1.92  0.07
H49 0.20 -1.38 0.99  0.04
H50 -4.97 -3.58 1.87  0.06
H51 -5.06 5.22 0.07  0.08
H52 4.75 -4.76 1.13  0.09
H53 1.01 4.08 -2.50  0.08
H54 -5.93 2.07 1.95  0.07
H55 -4.69 4.00 -1.70  0.13
H56 6.24 -0.17 2.13  0.10
H57 3.10 2.50 -2.96  0.10
H58 4.14 -6.42 1.29  0.08
H59 2.83 -2.18 -1.27  0.08
H60 -4.11 1.66 -0.10  0.05
H61 -4.91 -1.02 3.62  0.14
H62 1.20 5.47 -1.45  0.08
H63 5.91 1.36 1.60  0.10
H64 2.93 3.28 2.62  0.09
H65 -1.66 -2.70 -4.90  0.13
H66 4.10 1.57 3.80  0.13
H67 5.59 0.74 -0.55  0.14
H68 3.06 6.01 -3.19  0.08
H69 1.37 3.85 -0.81  0.08
H70 3.48 4.95 -1.13  0.13
H71 1.85 -0.32 -1.44  0.07
H72 -2.76 -0.24 -6.27  0.09
H73 3.32 2.55 -1.22  0.04
H74 -2.23 -1.73 -7.10  0.08
H75 2.16 2.41 4.98  0.09
H76 -6.10 1.01 3.46  0.09

Output
- orbital gap (eV) = 9.33
- SMILES = COC[C@H](C)N.COC[C@H](C)N.COC[C@H](C)N.COC[C@H](C)N.CC(C)O.CC(C)O.CC(C)O.CC(C)O
- electronic energy (hartree) = -1933.25126
- energy above the lowest of the compared OMol25 structures with the same formula, charge and spin (kJ/mol) = 59.8

---

This record from OMol25 describes a molecular structure, C18H34F3MgO15 at a distorted geometry. The level of theory is wB97M-V/def2-TZVPD.

Last column: Löwdin charge in e.
Geometry (Å):
Mg1 9.89 1.75 3.51  1.02
F1 11.92 1.11 13.17  0.17
F2 10.86 2.40 11.78  0.17
F3 13.03 2.38 11.80  0.17
O1 16.23 0.82 0.60  0.01
O2 10.12 9.04 5.70  0.01
O3 8.05 2.33 3.95  0.02
O4 7.02 3.62 5.46  0.09
O5 15.71 1.20 2.76  0.12
O6 10.78 2.80 4.79  -0.36
O7 9.57 10.49 4.07  0.13
O8 11.57 1.41 2.44  0.03
O9 13.02 -0.20 3.03  0.04
O10 10.84 0.37 10.24  0.03
O11 12.28 -0.08 0.96  0.06
O12 12.94 -0.23 10.81  0.18
O13 9.24 10.92 6.26  0.01
O14 5.85 2.17 4.42  0.07
O15 14.92 2.44 1.05  0.01
C1 12.59 -1.48 0.70  0.03
C2 10.75 8.22 4.71  -0.04
C3 12.25 0.41 2.17  -0.58
C4 9.63 10.18 5.22  -0.62
C5 8.72 12.19 5.92  -0.05
C6 11.99 0.46 10.93  -0.39
C7 8.19 4.41 5.66  0.01
C8 10.27 0.02 7.92  -0.05
C9 15.63 1.46 1.59  -0.63
C10 5.72 1.01 3.59  -0.01
C11 14.39 3.45 1.92  -0.02
C12 16.97 -0.34 0.99  -0.02
C13 11.93 1.63 11.94  -0.55
C14 11.83 3.58 5.17  -0.44
C15 7.04 2.69 4.57  -0.56
C16 12.05 3.56 6.67  -0.07
C17 10.73 -0.63 9.24  -0.21
C18 13.01 0.31 4.38  0.03
H1 5.97 1.24 2.55  0.10
H2 8.49 12.71 6.85  0.10
H3 9.38 0.62 8.13  0.08
H4 9.42 12.80 5.35  0.10
H5 17.54 -0.62 0.11  0.10
H6 6.39 0.22 3.91  0.10
H7 16.29 -1.14 1.28  0.09
H8 11.66 -1.17 9.10  0.12
H9 13.60 -0.36 5.00  0.12
H10 13.39 1.32 4.42  0.09
H11 15.03 4.32 1.83  0.10
H12 12.82 3.36 4.69  0.08
H13 9.88 -0.80 7.31  0.08
H14 12.96 -1.97 1.60  0.10
H15 13.36 -1.52 -0.06  0.11
H16 8.93 3.91 6.28  0.09
H17 11.98 0.32 4.76  0.08
H18 11.09 3.68 7.18  0.06
H19 14.30 3.19 2.97  0.07
H20 10.19 8.33 3.78  0.09
H21 8.70 4.67 4.73  0.10
H22 11.72 8.67 4.50  0.10
H23 11.08 0.60 7.50  0.06
H24 12.43 2.58 6.98  0.06
H25 17.63 -0.11 1.82  0.10
H26 7.81 12.10 5.33  0.10
H27 13.40 3.65 1.51  0.10
H28 12.75 4.32 7.01  0.08
H29 10.89 7.18 4.97  0.07
H30 7.88 5.34 6.14  0.11
H31 11.68 4.60 4.77  0.10
H32 4.69 0.68 3.62  0.11
H33 11.68 -1.91 0.30  0.10
H34 10.01 -1.38 9.55  0.13

Output
- orbital gap (eV) = 7.50
- electronic energy (hartree) = -2334.41823
- charge = +1